Record 1
DFT (ωB97M-V/def2-TZVPD) results for a molecular structure, C39H58BN8O4S2Tl.

Structure (XYZ):
```
113
Properties=species:S:1:pos:R:3:lowdin_charge:R:1
Tl -0.76717 -0.57475 -0.32643 0.8796
S -3.72365 -1.92184 -2.00252 0.4761
S -3.44520 3.89796 1.06215 0.9483
O -3.78082 -0.46973 -1.82208 -0.4103
O -0.45744 -5.33472 -0.96156 -0.0653
O -5.03580 -2.55519 -2.11352 -0.3729
O -0.12094 -3.16544 -0.50124 -0.2028
N -2.73435 -2.51930 -0.99382 -0.2869
N 1.24807 2.65974 1.01657 0.0477
N -2.78153 1.44096 1.18702 -0.0200
N 1.02713 0.85462 2.88329 0.0489
N 2.12454 -0.26585 0.14748 0.0921
N 0.42497 2.29931 0.01307 0.0983
N -0.01977 0.07797 2.48321 0.1166
N 2.75862 0.58400 0.99477 0.0486
C -0.83945 3.31009 -1.82031 -0.3721
C 2.05474 1.60017 5.15824 -0.3473
C 0.66545 4.52370 -0.02113 0.0161
C -3.03110 -2.13029 -3.65886 -0.2571
C -3.31889 -2.47946 -6.02034 -0.0618
C -1.77261 -1.32268 3.61799 -0.3617
C 1.15043 0.81426 4.23482 -0.2156
C 0.06265 3.40210 -0.61911 -0.2956
C 5.13608 1.18133 1.67552 -0.3660
C 4.10159 0.42395 0.89206 -0.2180
C -0.55548 -0.43688 3.57743 -0.2784
C 2.27310 -1.37621 -2.80143 -0.0643
C 6.08328 1.93639 0.73972 -0.0692
C -2.43039 2.61242 1.59866 -0.4936
C -0.83162 -4.15419 -0.84532 -0.7006
C 1.42142 5.77772 2.77936 -0.0740
C 3.05783 -0.97120 -0.46883 -0.2697
C -1.95774 -2.30379 -6.23622 -0.2951
C -2.12837 -1.97307 2.28866 -0.1027
C 3.56447 1.61012 4.91315 -0.0691
C 3.81094 -3.02212 -1.69406 -0.0823
C -1.38042 -2.35793 -7.62783 -0.0716
C -1.66403 -1.98070 -3.85758 -0.0442
C 4.33550 -0.56338 -0.04350 0.0171
C -3.89357 1.51148 0.37737 -0.2371
C 5.92685 0.23349 2.58221 -0.0718
C -3.85509 -2.39834 -4.74047 -0.0598
C -2.33109 -3.90908 -1.14537 -0.2193
C -4.40110 2.75733 0.20632 -0.4086
C -1.32752 4.68174 -2.27230 -0.0894
C -2.97204 -0.53423 4.16113 -0.0720
C 2.26842 4.77554 1.99068 -0.3727
C 0.14639 0.00214 4.71303 0.0033
C 2.68160 -2.02077 -1.47658 -0.3687
C -0.12690 2.58916 -2.96766 -0.0617
C 1.53787 3.03680 5.30219 -0.0532
C 3.41220 5.49007 1.26687 -0.0606
C 1.41652 4.00663 1.02070 -0.2194
C -1.13771 -2.06163 -5.13726 -0.0399
B 1.96687 1.58225 1.88645 -0.4819
H -0.36560 -2.75817 -7.61972 0.0690
H -3.19684 0.29319 3.48576 0.0598
H 3.47568 -3.82763 -2.34994 0.0747
H 2.75096 2.17261 2.56119 0.0813
H -3.85428 -1.17682 4.22430 0.0716
H 3.85143 2.33271 4.15007 0.0491
H -1.01788 -1.84390 -2.99803 0.0735
H 4.62997 1.91588 2.30002 0.0875
H 3.10281 -0.80392 -3.22986 0.0777
H -2.03595 4.57847 -3.09682 0.0733
H 4.04063 6.03692 1.97556 0.0710
H -0.79732 2.45838 -3.82057 0.0774
H -0.06900 -1.95288 -5.28431 0.1016
H 0.49196 3.04552 5.61045 0.0823
H -4.91106 -2.54639 -4.55612 0.1013
H -0.48760 5.28911 -2.62399 0.0738
H 0.56292 5.56201 -0.29536 0.0988
H -2.76626 -0.12574 5.15356 0.0645
H -1.82197 5.22032 -1.46222 0.0576
H 3.01796 6.20201 0.53808 0.0741
H 6.61960 0.78730 3.22279 0.0730
H 0.74947 3.15932 -3.29042 0.0806
H 5.25813 -0.35145 3.21379 0.0678
H -0.03925 -0.25395 5.74558 0.1029
H 4.07060 1.89188 5.84100 0.0750
H 5.52932 2.62825 0.10341 0.0728
H -5.23705 3.06412 -0.39884 0.0561
H 4.03638 4.77447 0.72978 0.0709
H -2.89962 -2.73366 2.42866 0.0857
H 1.97282 -2.14318 -3.51919 0.0709
H 2.12844 3.59382 6.03591 0.0758
H 6.50382 -0.47015 1.97739 0.0743
H -1.27292 -2.45113 1.80754 0.0613
H -1.98899 -2.98102 -8.28546 0.0648
H -2.54284 -1.23621 1.59866 0.0206
H 1.81647 -2.56153 -1.07801 0.1015
H -2.89014 -4.56823 -0.47216 0.1042
H 4.12520 -3.46853 -0.74903 0.0780
H 0.98181 6.51709 2.10556 0.0738
H 4.68273 -2.54555 -2.15658 0.0668
H -3.96770 -2.69546 -6.86425 0.0984
H -1.53905 -2.11201 4.34280 0.1298
H -2.49975 -4.30451 -2.15521 0.1044
H 2.70755 4.06948 2.69495 0.0900
H -4.24958 0.61770 -0.11700 0.0808
H 5.29322 -0.95021 -0.35438 0.0981
H 0.60401 5.27566 3.29876 0.0714
H 6.82326 2.50448 1.31125 0.0698
H 1.43407 -0.69396 -2.65732 0.0440
H 1.91336 1.09768 6.12008 0.1228
H 6.61544 1.23942 0.08860 0.0718
H 2.02918 6.30577 3.51960 0.0735
H 3.93136 0.63048 4.60876 0.0720
H -1.33468 -1.35791 -8.06846 0.0729
H 1.61165 3.55315 4.34246 0.0477
H -1.70315 2.69698 -1.53974 0.1258
H 0.20978 1.60533 -2.64416 0.0472
H -1.56472 2.80415 2.21878 0.0745
```

Output
Energy above the lowest of the compared OMol25 structures with the same formula, charge and spin (kcal per mole): 14.3
HOMO-LUMO gap (eV): 6.1492
E_LUMO (eV): 3.84
Total charge: -2



Record 2
DFT (ωB97M-V/def2-TZVPD) results for a molecular structure, C15H23NO4 at a distorted geometry.

Structure (XYZ):
```
43
Properties=species:S:1:pos:R:3:nbo_charge:R:1
O 5.37204 -1.65658 0.07229 -0.5438
O 0.59018 0.32423 0.65176 -0.5108
O -6.12568 -0.89933 0.57456 -0.4518
O -1.70236 1.84641 -0.51360 -0.6022
N 3.30447 0.23252 0.14753 -0.4682
C -3.65751 1.34331 0.79717 -0.2330
C -0.51853 1.09730 -1.32429 -0.0619
C -2.80252 0.85157 -0.06532 0.2545
C 4.98896 -0.87906 -0.87372 -0.0169
C 2.73766 1.40986 0.32420 -0.2246
C 1.31495 1.44305 1.18602 -0.0544
C 4.24072 -1.72063 1.08858 -0.0452
C -4.74932 0.58046 0.84175 -0.1614
C -4.27324 -0.81758 -0.79412 -0.2475
C -3.05800 -0.14053 -1.07307 -0.2094
C 0.26831 0.21260 -0.52809 -0.0594
C -6.60783 -2.15496 -0.00470 -0.2391
C -5.04383 -0.42637 0.24764 0.1843
C 3.77508 -0.29506 1.24033 -0.2273
C 4.53208 0.53010 -0.69153 -0.2983
H -3.46256 2.44837 1.39415 0.2443
H 1.17938 0.12660 -1.13857 0.1661
H 6.12084 -0.87962 -1.60598 0.1456
H 0.78008 2.33213 0.89787 0.1978
H 2.79152 -0.59019 1.95016 0.1875
H -0.90878 1.00626 -2.18590 0.1866
H -5.38307 1.02572 1.90913 0.1891
H 3.43143 -2.40878 0.56466 0.1799
H -0.34454 -0.76831 -0.69913 0.1545
H 4.21385 0.95045 -1.51815 0.2116
H 4.38015 -1.73821 -1.60803 0.1543
H -4.39499 -1.77254 -1.28866 0.2120
H 4.62337 -2.11923 1.84877 0.1746
H 2.53689 2.02890 -0.70086 0.1895
H -6.87641 -2.01018 -1.13196 0.1793
H 5.30478 1.19619 -0.48168 0.2067
H 1.56636 1.26924 2.10912 0.1809
H -7.46430 -2.46259 0.32810 0.1883
H 3.32791 2.25746 0.68088 0.1709
H -2.44441 -0.34322 -1.70327 0.1724
H -6.07245 -2.88970 0.29770 0.1752
H 0.10525 2.17056 -1.07759 0.1687
H 4.40409 0.28940 1.85588 0.1807
```

Output
Energy above the lowest of the compared OMol25 structures with the same formula, charge and spin (kcal per mole): 448.3
HOMO-LUMO gap (eV): 8.7266
E_LUMO (eV): 0.80
Total charge: 0



Record 3
DFT (ωB97M-V/def2-TZVPD) results for a single C3H7NO molecule.

Structure (XYZ):
```
12
Properties=species:S:1:pos:R:3:nbo_charge:R:1
O -0.96359 -1.29907 -0.56061 -0.4969
N 0.42875 0.31212 0.20827 -0.5152
C 0.17708 -0.90880 0.03498 0.4029
C -1.79498 -0.20069 -0.92967 -0.2640
C 1.61279 0.78773 0.86638 -0.4231
H 1.30351 1.35135 1.75354 0.2014
H -2.70228 -0.62592 -1.35601 0.1892
H 2.11501 1.49553 0.19839 0.2016
H 0.78508 -1.77874 0.31636 0.1493
H -2.02031 0.41215 -0.05200 0.1939
H 2.33673 0.01820 1.17412 0.1692
H -1.27780 0.43615 -1.65376 0.1915
```

Output
Energy above the lowest of the compared OMol25 structures with the same formula, charge and spin (kcal per mole): 34.8
SMILES string: C/N=C/OC
HOMO-LUMO gap (eV): 10.8259
E_LUMO (eV): 1.13
Total charge: 0



Record 4
DFT (ωB97M-V/def2-TZVPD) results for a molecular structure, C17H29ClN3O3RuS.

Structure (XYZ):
```
55
Properties=species:S:1:pos:R:3:nbo_charge:R:1
Ru -0.17105 0.05298 0.37140 1.3414
Cl 3.09748 6.39951 3.13737 0.1872
S -2.53859 1.12736 2.00820 1.2073
O 0.58748 1.35373 2.05358 -0.6027
O -1.89404 -0.27233 1.86394 -1.0104
O 0.66052 2.07327 -0.65253 -0.6055
N 1.77509 -0.90519 -0.71651 -0.6598
N -0.79761 -0.99339 -1.71787 -0.6798
N -0.14884 -2.25725 0.80798 -0.6540
C 1.17551 -2.87838 0.65364 -0.2374
C 1.21259 3.07378 -0.22116 0.4713
C -3.66656 0.98360 3.40677 -0.5759
C 2.07833 4.56382 1.47538 -0.1171
C 1.47435 3.37419 1.18738 -0.2381
C -2.94409 1.29465 4.71156 -0.6242
C 0.28741 -0.80929 -2.71984 -0.2431
C -1.15029 -2.42233 -1.47694 -0.2419
C -1.25653 -2.79164 -0.00373 -0.2472
C 1.33550 2.90770 3.62542 -0.1259
C 1.90404 -2.36893 -0.58368 -0.2434
C -3.19294 1.94270 -0.56853 -0.6183
C -3.75461 1.23810 0.66295 -0.5885
C 1.93490 4.09899 3.88574 -0.2171
C 1.09677 2.47080 2.26484 0.4439
C 1.65492 -0.44050 -2.10982 -0.2428
C 2.32791 4.93655 2.81529 0.0108
H -4.02608 0.19865 0.47680 0.2448
H -2.17047 -2.37367 0.41617 0.2250
H -4.49420 1.66541 3.21951 0.2448
H 1.03625 2.24101 4.42391 0.2420
H -0.41342 -3.05120 -1.96943 0.2042
H 2.44688 -0.84337 -2.74500 0.2144
H -4.62633 1.76550 1.04609 0.2512
H -1.32476 -3.87945 0.07691 0.2182
H 1.54853 3.83744 -0.93832 0.1641
H 1.76248 0.63821 -2.10293 0.2220
H 0.36977 -1.71206 -3.32449 0.2073
H -2.57082 2.31950 4.72105 0.2183
H -2.11064 0.61053 4.87369 0.2240
H 2.95071 -2.66956 -0.53453 0.2291
H -2.10395 -2.65650 -1.95029 0.2294
H -3.17102 3.02246 -0.43137 0.2346
H 2.56386 -0.44944 -0.27549 0.3971
H -1.62447 -0.52527 -2.06231 0.4002
H -4.02234 -0.04804 3.36529 0.2535
H 2.36802 5.23418 0.67246 0.2535
H 1.50029 -2.82620 -1.48321 0.2018
H 2.12094 4.42065 4.90228 0.2644
H -2.17685 1.62406 -0.80403 0.1914
H 1.75177 -2.61383 1.54026 0.2185
H -3.63290 1.18322 5.54719 0.2517
H 0.00639 -0.00816 -3.40153 0.2315
H -0.42535 -2.32080 1.78126 0.4118
H 1.10495 -3.96821 0.61862 0.2164
H -3.81050 1.73132 -1.44115 0.2460
```

Output
2S+1: 6
<S²>: 8.79
HOMO-LUMO gap (alpha / beta) (eV): 7.8047 / 5.7784
E_LUMO (alpha / beta) (eV): -6.27 / -8.58
Total charge: +2



Record 5
DFT (ωB97M-V/def2-TZVPD) results for 3 unconnected molecules or ions with the total composition C10H15NO6 at a distorted geometry.

Structure (XYZ):
```
32
Properties=species:S:1:pos:R:3:nbo_charge:R:1
O -4.64822 2.92175 -1.04785 -0.4588
O 1.88836 1.06809 4.00542 -0.4904
O -5.19938 4.64438 0.02705 -0.4775
O -6.14157 2.73197 0.66210 -0.5997
O 1.08229 2.61048 5.35384 -0.4903
O 3.05974 1.58009 5.95202 -0.5645
N 0.87978 -3.38135 -1.50272 -0.3319
C -5.43153 3.34494 -0.16953 0.9677
C -4.27737 5.13910 -0.92834 -0.1145
C 0.11136 2.44556 4.34487 -0.0947
C 2.08664 1.68690 5.21259 0.9703
C -3.67557 3.85396 -1.40412 -0.0928
C 0.50310 1.16994 3.64699 -0.1081
C 3.53438 -5.50732 -2.77768 -0.3810
C 1.95775 -3.65950 -1.84851 0.2874
C 3.28762 -4.01072 -2.31963 -0.5184
C 2.76056 -5.95322 -3.98328 -0.6230
H 3.48077 -5.98227 -4.80093 0.2089
H 2.41701 -6.98669 -3.93821 0.2198
H -2.69294 3.68517 -0.96360 0.1892
H -0.17103 0.37709 3.97109 0.1937
H -3.48984 5.80986 -0.58487 0.1985
H 0.14335 3.36594 3.76178 0.1813
H 3.49099 -3.30669 -3.12652 0.2445
H -0.85950 2.45050 4.84036 0.1974
H 1.91833 -5.30870 -4.23496 0.2176
H -4.58005 5.69605 -1.81507 0.1863
H 4.59790 -5.70591 -2.91023 0.2127
H 0.28271 1.37179 2.59876 0.2053
H 3.29296 -6.18385 -1.95785 0.2104
H 4.02797 -3.71971 -1.57444 0.2530
H -3.63669 3.75228 -2.48868 0.2016
```

Output
Energy above the lowest of the compared OMol25 structures with the same formula, charge and spin (kcal per mole): 67.2
SMILES string: O=C1OCCO1.O=C1OCCO1.CCCC#N
HOMO-LUMO gap (eV): 10.9555
E_LUMO (eV): 0.17
Total charge: 0



Record 6
DFT (ωB97M-V/def2-TZVPD) results for a gas-phase ion, C10H26N2O2 (charge +2) at a distorted geometry.

Structure (XYZ):
```
40
Properties=species:S:1:pos:R:3:nbo_charge:R:1
O -1.77319 -0.87161 -2.60994 -0.7470
O -1.02942 -1.22867 -0.14616 -0.7823
N 1.38460 -0.54796 -0.25459 -0.3335
N -0.25588 0.30026 1.55947 -0.3118
C -1.94329 1.12045 -1.14229 -0.4395
C -2.22935 0.48236 -2.53242 -0.0711
C 1.98863 -1.74794 0.43388 -0.4251
C -0.04502 -0.06678 0.06825 0.7912
C -0.65473 -0.89522 2.33021 -0.4714
C -1.37131 1.39890 1.70973 -0.3338
C 0.94150 0.89417 2.20895 -0.4747
C 1.14221 -1.22892 -1.66280 -0.4591
C -0.44721 1.17940 -0.79335 -0.5202
C 2.41391 0.46888 -0.35840 -0.4687
H 0.71906 -2.29452 -1.73467 0.2855
H 0.69257 -0.63347 -2.50495 0.2683
H 1.26922 -2.60971 0.57937 0.2688
H -2.16518 0.97812 1.24441 0.2236
H 2.92686 0.22128 0.63639 0.2417
H -0.28610 -0.81753 3.36056 0.2478
H -0.10005 -1.92633 2.09680 0.2670
H -3.24288 0.44223 -2.85140 0.2160
H -1.13929 2.35123 1.44267 0.2331
H -1.63847 1.06775 -3.19393 0.1805
H -0.11489 2.05108 -0.29611 0.2363
H -2.32958 -1.08765 -3.39027 0.5317
H 0.59820 1.58006 3.04929 0.2701
H 1.60538 1.47919 1.53613 0.2518
H -2.48549 0.55075 -0.32078 0.2269
H 2.09464 -1.31042 -2.14121 0.2446
H 2.43137 -1.49049 1.39389 0.2316
H 3.29198 0.44968 -1.09120 0.2990
H -2.29702 2.15339 -0.94376 0.2647
H 1.64766 0.18723 2.76181 0.2586
H -1.47459 1.35651 2.72024 0.2287
H -1.68299 -1.24394 2.41961 0.2828
H -1.25346 -1.20144 -1.19660 0.5414
H 0.10247 1.16518 -1.68823 0.2440
H 2.72915 -2.15880 -0.17186 0.2537
H 1.97999 1.48333 -0.52676 0.2486
```

Output
Energy above the lowest of the compared OMol25 structures with the same formula, charge and spin (kcal per mole): 27.5
SMILES string: C[N+](C)(C)C(O)(CCCO)[N+](C)(C)C
HOMO-LUMO gap (eV): 12.2291
E_LUMO (eV): -5.47
Total charge: +2